Computed, not measured: a structure of composition C24H41Br6N3O7Sr, with ωB97M-V/def2-TZVPD.

Structure (XYZ):
```
82
Properties=species:S:1:pos:R:3
N -0.05716 -3.86038 -2.83195
H 0.28687 -2.92606 -3.00163
H 0.66160 -4.36190 -3.33391
H -0.99878 -3.90684 -3.19429
H 0.04921 -4.08213 -1.85236
Sr -2.87705 -1.30923 -1.86788
C -1.27825 -4.31219 1.05854
C -2.84736 -4.15736 0.95181
O -3.28785 -3.37208 -0.11462
H -0.90812 -4.69411 2.00997
H -0.88512 -3.29607 1.02635
H -0.72866 -4.62322 0.17011
H -3.19528 -3.70486 1.88041
H -3.49961 -5.02956 0.99564
C 0.30982 0.06140 0.06227
C 0.67532 -0.42143 -1.34081
O -0.35021 -1.05203 -1.93910
H -0.69323 0.48801 0.06609
H 1.17176 0.62831 0.41408
H 0.09943 -0.77886 0.72394
H 1.62780 -0.94021 -1.23240
H 0.97711 0.47711 -1.87900
C -3.01304 2.88644 0.58525
C -3.58093 1.81730 -0.34398
O -3.41833 0.49327 0.07384
H -3.02661 2.53585 1.61724
H -3.39896 3.90499 0.54392
H -1.93343 2.98990 0.47637
H -3.13992 1.84941 -1.34026
H -4.60436 2.16126 -0.49361
Br 4.68669 0.13892 1.20370
C 3.73316 -1.55046 1.75610
C 3.28340 -1.38989 3.14470
Br 1.71280 -0.09603 3.43503
H 4.54013 -2.28292 1.73612
H 2.92980 -1.78999 1.05944
H 4.18785 -1.07130 3.66294
H 3.03029 -2.34913 3.59626
Br 3.04570 2.98425 -1.02808
C 1.76900 3.80666 0.26449
C 2.39427 4.42943 1.52802
Br 3.90940 5.73419 1.22501
H 1.03900 3.01681 0.44151
H 1.17568 4.64084 -0.10994
H 2.57526 3.81676 2.41119
H 1.66137 5.09745 1.98046
Br 4.31413 1.43888 -3.81705
C 4.42699 -0.17903 -2.60354
C 3.82775 -1.35234 -3.39598
Br 4.23442 -2.85261 -2.13288
H 3.96805 0.00377 -1.63191
H 5.48710 -0.27621 -2.36939
H 4.23252 -1.51284 -4.39523
H 2.75143 -1.22884 -3.51592
C 0.75436 3.29600 -4.62112
C 0.60731 1.94446 -4.46885
C -0.67530 1.39922 -4.38569
C -1.82289 2.22184 -4.26848
C -1.68419 3.60441 -4.36419
C -0.40074 4.09990 -4.60003
N -3.17310 1.66045 -3.92931
O -4.03217 2.56625 -3.84513
O -3.31112 0.46533 -3.67544
H 1.78077 3.63179 -4.63291
H 1.53741 1.39919 -4.53205
H -0.70572 0.31995 -4.36025
H -2.47237 4.30017 -4.11703
H -0.15647 5.13772 -4.77227
C -2.15902 -0.05436 3.53698
C -2.49125 0.35815 4.84847
C -2.01561 -0.39938 5.89155
C -1.34374 -1.68238 5.72123
C -1.29038 -2.14065 4.38997
C -1.68856 -1.32655 3.30890
N -0.92632 -2.60987 6.79688
O -0.99997 -2.28474 7.94748
O -0.33309 -3.71892 6.53726
H -2.38808 0.70207 2.80094
H -2.99004 1.25579 5.18292
H -2.24986 -0.14675 6.91513
H -0.81246 -3.06444 4.09909
H -1.61024 -1.57577 2.26097
```

Results
F_max (eV Å⁻¹): 3.69
Orbital gap (eV): 5.31
E_LUMO (eV): -1.7
HOMO (eV): -6.98

Let us look at the Mulliken charges, expressed in e, one per atom: N -0.201; H 0.071; H 0.430; H 0.321; H 0.229; Sr 1.710; C -0.273; C -0.362; O -0.783; H 0.330; H -0.200; H 0.082; H 0.124; H 0.352; C -0.393; C 0.807; O -0.587; H 0.213; H 0.074; H -0.280; H -0.281; H -0.210; C -0.873; C 0.203; O -0.897; H 0.200; H 0.458; H -0.020; H -0.318; H 0.396; Br -0.121; C -0.457; C -0.730; Br -0.142; H 0.445; H 0.138; H 0.444; H 0.418; Br -0.036; C -0.103; C -0.759; Br -0.171; H -0.066; H 0.339; H 0.372; H 0.436; Br -0.216; C -0.292; C -0.331; Br -0.222; H -0.117; H 0.540; H 0.514; H 0.078; C -0.546; C 0.164; C -0.383; C 0.425; C -0.516; C -0.454; N 0.994; O -0.505; O -0.746; H 0.384; H 0.106; H 0.165; H 0.445; H 0.362; C 0.178; C -0.874; C -0.275; C -0.329; C -0.016; C -0.378; N 0.931; O -0.582; O -0.591; H 0.236; H 0.365; H 0.428; H 0.501; H 0.226